# 1
{"formula": "C22H38BeF12N2O14S4", "method": "ωB97M-V/def2-TZVPD", "species": ["Be", "C", "F", "F", "F", "S", "O", "O", "O", "C", "F", "F", "F", "S", "O", "O", "O", "C", "F", "F", "F", "S", "O", "O", "O", "C", "F", "F", "F", "S", "O", "O", "O", "C", "C", "C", "C", "C", "C", "N", "O", "C", "C", "C", "H", "H", "H", "H", "H", "H", "H", "H", "H", "H", "H", "H", "H", "H", "H", "H", "H", "H", "H", "C", "C", "C", "C", "C", "C", "N", "O", "C", "C", "C", "H", "H", "H", "H", "H", "H", "H", "H", "H", "H", "H", "H", "H", "H", "H", "H", "H", "H", "H"], "coordinates": [[-10.383, 25.252, -27.998], [-11.293, 27.784, -31.696], [-12.511, 28.184, -31.327], [-11.315, 26.496, -32.038], [-10.937, 28.512, -32.759], [-10.148, 28.137, -30.232], [-10.708, 29.248, -29.523], [-10.151, 26.855, -29.507], [-8.863, 28.462, -30.836], [-13.503, 22.632, -25.686], [-14.013, 21.907, -24.682], [-13.139, 21.888, -26.744], [-14.496, 23.439, -26.058], [-12.053, 23.703, -25.050], [-11.322, 24.060, -26.258], [-12.778, 24.803, -24.457], [-11.301, 22.859, -24.146], [-9.183, 28.623, -24.693], [-8.574, 27.671, -23.992], [-9.582, 29.625, -23.912], [-8.287, 29.129, -25.562], [-10.619, 28.006, -25.754], [-11.601, 27.553, -24.805], [-11.006, 29.142, -26.545], [-10.004, 26.895, -26.522], [-15.192, 26.636, -28.806], [-15.460, 25.356, -28.518], [-14.801, 26.688, -30.098], [-16.242, 27.422, -28.652], [-13.749, 27.147, -27.679], [-14.270, 26.899, -26.358], [-12.676, 26.219, -28.045], [-13.471, 28.541, -27.956], [-9.420, 21.895, -28.274], [-10.357, 21.746, -29.467], [-11.357, 20.675, -29.060], [-12.586, 20.610, -29.944], [-13.227, 21.997, -30.104], [-12.272, 23.112, -30.554], [-11.032, 23.034, -29.739], [-10.082, 24.008, -30.228], [-12.013, 22.900, -32.047], [-12.945, 24.434, -30.267], [-9.526, 21.194, -30.661], [-8.809, 20.994, -28.197], [-9.915, 22.114, -27.327], [-8.702, 22.715, -28.388], [-10.885, 19.691, -29.157], [-11.628, 20.735, -28.006], [-13.386, 20.022, -29.491], [-12.356, 20.209, -30.935], [-13.722, 22.268, -29.165], [-14.110, 21.872, -30.738], [-11.470, 23.758, -32.462], [-11.498, 21.993, -32.360], [-12.946, 22.875, -32.613], [-13.346, 24.496, -29.258], [-12.376, 25.341, -30.431], [-13.888, 24.482, -30.823], [-10.191, 20.790, -31.423], [-9.090, 20.257, -30.298], [-8.709, 21.832, -30.988], [-10.113, 23.774, -31.168], [-6.830, 27.406, -28.366], [-6.017, 26.282, -27.729], [-5.267, 26.961, -26.545], [-4.656, 25.949, -25.569], [-5.810, 25.080, -25.052], [-6.658, 24.400, -26.157], [-7.000, 25.324, -27.223], [-7.777, 24.740, -28.243], [-5.916, 23.101, -26.616], [-7.992, 24.023, -25.491], [-4.909, 25.747, -28.657], [-7.589, 27.805, -27.698], [-7.457, 27.065, -29.193], [-6.196, 28.206, -28.752], [-4.520, 27.589, -27.034], [-5.947, 27.598, -26.001], [-4.147, 26.417, -24.725], [-3.947, 25.271, -26.053], [-6.455, 25.552, -24.314], [-5.362, 24.266, -24.472], [-5.566, 22.564, -25.739], [-6.616, 22.547, -27.245], [-5.057, 23.352, -27.243], [-8.659, 23.348, -26.026], [-7.910, 23.678, -24.454], [-8.609, 24.905, -25.278], [-4.132, 25.148, -28.177], [-4.282, 26.537, -29.078], [-5.384, 25.224, -29.493], [-7.114, 24.221, -28.722]], "charge": -2, "multiplicity": 1, "orbital_gap_ev": 6.8370}

# 2
{"formula": "C65H84MoN4O5Se", "method": "ωB97M-V/def2-TZVPD", "species": ["Mo", "C", "C", "C", "C", "C", "C", "C", "Se", "C", "C", "C", "C", "C", "C", "O", "C", "C", "C", "C", "C", "C", "C", "C", "C", "O", "C", "C", "C", "C", "C", "C", "H", "H", "H", "H", "H", "H", "H", "H", "H", "H", "H", "H", "H", "H", "H", "H", "H", "H", "H", "H", "H", "H", "H", "H", "H", "H", "H", "H", "H", "H", "H", "H", "H", "H", "H", "H", "H", "H", "H", "H", "C", "C", "C", "C", "C", "C", "C", "C", "C", "C", "C", "C", "N", "C", "O", "C", "C", "C", "C", "C", "N", "C", "O", "N", "C", "C", "C", "C", "C", "C", "C", "C", "C", "C", "C", "C", "H", "H", "H", "H", "H", "H", "H", "H", "H", "H", "H", "H", "H", "H", "H", "H", "H", "H", "H", "H", "H", "H", "H", "H", "H", "H", "H", "H", "H", "H", "H", "H", "H", "H", "H", "H", "H", "O", "C", "C", "C", "C", "C", "C", "N", "H", "H", "H", "H", "H", "H", "H"], "coordinates": [[0.822, 1.026, 0.894], [-2.671, -2.249, -5.388], [-1.279, -1.606, -5.332], [-1.116, -0.625, -6.503], [-0.232, -2.713, -5.482], [-1.112, -0.844, -4.020], [-0.119, -1.125, -3.097], [-0.004, -0.346, -1.964], [1.243, -0.925, -0.609], [-0.100, -2.095, 0.112], [-0.168, -3.407, -0.271], [-1.268, -4.165, 0.124], [-2.249, -3.505, 0.848], [-2.218, -2.155, 1.222], [-1.063, -1.421, 0.886], [-0.804, -0.168, 1.251], [-3.518, -1.605, 1.851], [-4.647, -1.844, 0.830], [-3.501, -0.103, 2.157], [-3.855, -2.354, 3.148], [-1.400, -5.617, -0.335], [-0.180, -6.426, 0.124], [-2.655, -6.287, 0.227], [-1.486, -5.640, -1.871], [-0.836, 0.737, -1.650], [-0.564, 1.481, -0.583], [-1.928, 0.955, -2.525], [-1.991, 0.182, -3.680], [-3.092, 1.943, -2.305], [-4.414, 1.163, -2.270], [-3.152, 2.938, -3.477], [-3.020, 2.723, -0.988], [-2.784, -2.828, -6.309], [-3.462, -1.495, -5.364], [-2.816, -2.921, -4.538], [-1.237, -1.149, -7.456], [-0.122, -0.169, -6.479], [-1.856, 0.177, -6.455], [-0.369, -3.221, -6.439], [-0.329, -3.459, -4.688], [0.782, -2.304, -5.459], [0.570, -1.953, -3.223], [0.631, -3.826, -0.874], [-3.130, -4.068, 1.132], [-4.368, -1.441, -0.145], [-5.571, -1.358, 1.161], [-4.856, -2.909, 0.699], [-3.252, 0.466, 1.266], [-2.780, 0.148, 2.931], [-4.496, 0.201, 2.497], [-3.995, -3.424, 2.974], [-4.782, -1.959, 3.574], [-3.060, -2.230, 3.885], [-0.120, -6.430, 1.216], [0.752, -6.006, -0.263], [-0.259, -7.461, -0.221], [-2.663, -6.264, 1.320], [-2.676, -7.333, -0.088], [-3.566, -5.809, -0.144], [-0.571, -5.256, -2.329], [-2.318, -5.018, -2.211], [-1.646, -6.662, -2.230], [-2.806, 0.386, -4.369], [-4.569, 0.579, -3.180], [-5.250, 1.862, -2.168], [-4.438, 0.477, -1.420], [-3.485, 2.449, -4.396], [-2.173, 3.377, -3.664], [-3.862, 3.740, -3.252], [-3.037, 2.043, -0.138], [-3.885, 3.389, -0.913], [-2.114, 3.312, -0.931], [-0.686, 5.714, -1.915], [0.665, 5.052, -1.620], [1.736, 6.106, -1.968], [0.972, 3.778, -2.411], [0.667, 3.771, -3.767], [1.085, 2.752, -4.603], [1.939, 1.784, -4.108], [2.298, 1.761, -2.765], [3.434, 0.847, -2.312], [3.601, -0.397, -3.187], [4.751, 1.641, -2.325], [1.700, 2.687, -1.883], [1.861, 2.511, -0.458], [2.714, 3.384, 0.102], [3.396, 4.247, -0.435], [2.844, 3.176, 1.559], [3.600, 4.009, 2.353], [3.847, 3.638, 3.664], [3.359, 2.419, 4.099], [2.592, 1.664, 3.242], [2.306, 2.035, 1.990], [2.176, 0.277, 3.547], [2.475, -0.253, 4.611], [1.591, -0.286, 2.476], [1.698, -1.726, 2.462], [2.826, -2.231, 1.762], [2.968, -3.600, 1.592], [2.036, -4.476, 2.121], [1.003, -3.977, 2.885], [0.829, -2.610, 3.117], [-0.241, -2.312, 4.167], [-0.728, -0.882, 4.370], [0.288, -2.820, 5.523], [3.972, -1.319, 1.325], [4.683, -1.788, 0.050], [4.995, -1.221, 2.469], [-0.834, 6.547, -1.223], [-1.529, 5.042, -1.821], [-0.702, 6.130, -2.925], [0.722, 4.819, -0.553], [1.694, 6.320, -3.040], [2.732, 5.756, -1.723], [1.545, 7.038, -1.424], [0.108, 4.598, -4.189], [0.790, 2.744, -5.645], [2.339, 1.040, -4.786], [3.251, 0.532, -1.286], [3.928, -0.122, -4.192], [2.668, -0.962, -3.267], [4.366, -1.052, -2.765], [4.999, 1.918, -3.354], [5.570, 1.032, -1.927], [4.678, 2.556, -1.742], [4.011, 4.901, 1.902], [4.443, 4.263, 4.317], [3.567, 2.020, 5.083], [3.826, -3.988, 1.055], [2.136, -5.544, 1.967], [0.305, -4.670, 3.345], [-1.099, -2.929, 3.886], [-0.042, -0.353, 5.030], [-1.705, -0.899, 4.859], [-0.812, -0.326, 3.447], [1.233, -2.321, 5.746], [0.456, -3.898, 5.523], [-0.429, -2.583, 6.316], [3.580, -0.319, 1.140], [5.341, -2.636, 0.256], [5.305, -0.981, -0.346], [3.968, -2.084, -0.718], [5.460, -2.198, 2.626], [4.525, -0.920, 3.405], [5.782, -0.501, 2.221], [-0.361, 3.060, 1.502], [-1.196, 3.816, 2.383], [-0.870, 3.756, 3.852], [-1.319, 4.809, 4.645], [-1.127, 4.751, 6.011], [-0.469, 3.651, 6.540], [-0.031, 2.669, 5.671], [-0.236, 2.704, 4.348], [-0.851, 2.945, 0.664], [-2.234, 3.492, 2.261], [-1.136, 4.861, 2.080], [-1.810, 5.662, 4.187], [-1.474, 5.553, 6.649], [-0.294, 3.555, 7.604], [0.521, 1.813, 6.047]], "charge": 0, "multiplicity": 3, "orbital_gap_ev": [7.0314, 6.2611], "de_lowest_ev": 0.0000}

# 3
{"formula": "C3H7NO3S", "method": "ωB97M-V/def2-TZVPD", "species": ["C", "C", "C", "N", "O", "O", "O", "S", "H", "H", "H", "H", "H", "H", "H"], "coordinates": [[0.592, -0.655, -1.040], [-1.625, -0.379, -0.236], [0.201, -0.654, 1.297], [-0.464, -0.796, 0.036], [-0.759, 1.640, -0.425], [1.193, 2.704, 0.499], [1.406, 0.452, -0.766], [0.617, 2.216, -0.720], [1.341, -1.460, -0.721], [0.103, -0.675, -2.059], [-1.826, -0.438, -1.287], [-2.132, -0.192, 0.697], [1.143, -0.135, 1.055], [-0.337, -0.038, 2.022], [0.546, -1.589, 1.649]], "charge": 0, "multiplicity": 1, "orbital_gap_ev": 8.8154, "de_lowest_ev": 2.8633}

# 4
{"formula": "C4H8O2", "method": "ωB97M-V/def2-TZVPD", "species": ["C", "C", "C", "O", "C", "O", "H", "H", "H", "H", "H", "H", "H", "H"], "coordinates": [[-1.432, -0.982, 0.033], [-0.648, 0.089, -0.719], [0.415, 0.802, 0.156], [0.185, 0.673, 1.529], [1.803, 0.298, -0.177], [2.557, -0.114, 0.675], [-2.165, -1.447, -0.636], [-1.960, -0.543, 0.882], [-0.778, -1.768, 0.424], [-1.346, 0.836, -1.115], [-0.160, -0.361, -1.595], [0.424, 1.871, -0.117], [1.005, 0.307, 1.905], [2.099, 0.338, -1.245]], "charge": 0, "multiplicity": 1, "orbital_gap_ev": 11.2049, "de_lowest_ev": 1.1275}

# 5
{"formula": "C12H14BNO", "method": "ωB97M-V/def2-TZVPD", "species": ["C", "B", "O", "C", "C", "C", "C", "C", "C", "C", "C", "C", "C", "C", "N", "H", "H", "H", "H", "H", "H", "H", "H", "H", "H", "H", "H", "H", "H"], "coordinates": [[-0.090, -2.241, -0.766], [-0.217, -0.660, -0.897], [0.757, 0.211, -0.777], [2.025, 0.165, -0.346], [2.969, 1.001, -0.924], [4.267, 1.158, -0.403], [4.596, 0.455, 0.735], [3.662, -0.455, 1.216], [2.413, -0.636, 0.688], [-1.686, 0.225, -1.066], [-2.832, -0.348, -0.401], [-3.435, 0.565, 0.397], [-4.600, 0.389, 1.284], [-2.659, 1.730, 0.210], [-1.648, 1.594, -0.569], [-0.038, -2.578, -1.781], [-0.921, -2.684, -0.240], [0.865, -2.587, -0.355], [2.859, 1.710, -1.816], [4.835, 2.000, -0.648], [5.707, 0.506, 0.906], [3.969, -1.036, 2.007], [1.744, -1.260, 1.064], [-1.898, 0.432, -2.090], [-3.179, -1.375, -0.684], [-4.321, 0.443, 2.311], [-5.034, -0.582, 1.050], [-5.431, 1.085, 1.199], [-2.678, 2.775, 0.695]], "charge": 0, "multiplicity": 1, "orbital_gap_ev": 9.4692, "de_lowest_ev": 0.0000}

# 6
{"formula": "C4H10O2", "method": "ωB97M-V/def2-TZVPD", "species": ["C", "C", "C", "C", "O", "H", "H", "H", "H", "H", "H", "H", "H", "O", "H", "H"], "coordinates": [[1.569, 0.283, -0.569], [0.133, -0.157, -0.326], [-0.959, 0.625, -1.030], [-1.798, 0.332, 0.201], [-0.577, 0.169, 0.953], [2.322, -0.398, -0.158], [1.712, 0.294, -1.661], [1.755, 1.300, -0.210], [0.066, -1.242, -0.493], [-1.278, 0.304, -2.017], [-0.666, 1.679, -1.006], [-2.352, -0.618, 0.147], [-2.460, 1.115, 0.581], [0.948, -1.626, 1.793], [1.500, -0.886, 2.076], [0.084, -1.174, 1.719]], "charge": 0, "multiplicity": 1, "orbital_gap_ev": 11.2128, "de_lowest_ev": 1.7503}

> Among the records above, which one has the lowest charge?

C22H38BeF12N2O14S4

> charge of number 2 (C65H84MoN4O5Se)?

0